# 1
14
Properties=species:S:1:pos:R:3:forces:R:3:lowdin_charge:R:1 method="wB97M-V/def2-TZVPD" energy_ha=-361.733572 largest_force_ha_per_bohr=0.011
C 0.613 -0.012 -1.411 0.2 -0.1 0.2 -0.106
C -1.746 0.708 -0.555 -0.4 0.1 0.4 0.068
C 0.697 -0.765 -0.053 0.2 -0.1 -0.3 -0.210
N 0.191 -0.233 1.227 0.1 0.3 0.0 0.077
C -0.573 0.838 1.522 0.1 -0.1 0.2 -0.542
O -0.783 1.313 2.603 0.1 -0.2 -0.5 0.127
O -1.134 1.424 0.361 -0.3 0.1 -0.2 -0.055
H 0.785 1.069 -1.380 0.1 -0.3 0.2 0.086
H -0.292 -0.173 -2.014 0.1 0.0 0.5 0.060
H 1.427 -0.460 -1.983 0.0 0.1 -0.1 0.080
H -1.747 -0.356 -0.187 -0.1 0.2 0.0 0.035
H 1.762 -0.901 0.129 0.0 -0.2 0.0 0.110
H 0.253 -1.757 -0.193 0.1 0.1 0.0 0.116
H 0.625 -0.623 2.054 -0.1 0.0 -0.2 0.155


# 2
59
Properties=species:S:1:pos:R:3:forces:R:3:lowdin_charge:R:1 method="wB97M-V/def2-TZVPD" spin_multiplicity=2 s_squared=0.7536 energy_ha=-1948.992918 charge=+1 largest_force_ha_per_bohr=0.014
Ta -0.125 0.350 -0.780 -0.1 -0.1 0.7 1.870
O 4.511 4.512 -0.826 0.0 0.0 0.0 0.201
C 3.637 3.707 -0.865 0.0 0.0 0.0 -0.208
C 2.107 4.008 -0.906 0.0 -0.2 0.0 -0.261
O 1.589 5.086 -0.903 0.0 0.1 0.0 0.169
C 1.503 2.667 -0.925 0.0 0.1 0.0 -0.245
C 2.422 1.662 -0.916 -0.1 0.1 -0.2 -0.298
O 1.976 0.431 -0.937 0.2 0.0 -0.3 -0.168
C 3.806 2.161 -0.869 -0.1 0.1 0.0 -0.251
O 4.826 1.533 -0.816 0.0 0.0 0.0 0.157
O 0.205 2.292 -0.931 0.2 -0.4 0.0 -0.174
C -4.358 -1.331 -1.520 -0.1 0.0 0.0 -0.157
Si -3.276 0.166 -1.772 -0.1 0.0 0.1 0.406
C -2.277 -0.119 -3.330 0.2 0.0 0.1 -0.196
C -4.220 1.755 -1.980 -0.1 0.0 0.0 -0.155
N -2.129 0.293 -0.413 -0.2 0.1 -0.6 -0.229
C -2.598 0.383 0.910 -0.1 -0.1 -0.3 -0.278
C -3.908 0.547 1.353 0.0 0.0 0.0 -0.015
C -4.175 0.612 2.714 0.1 0.0 0.1 -0.055
C -3.156 0.520 3.655 -0.1 0.0 -0.1 -0.058
C -1.840 0.358 3.237 0.1 0.0 0.0 0.007
C -1.627 0.289 1.883 0.1 0.0 0.2 -0.170
O -0.341 0.144 1.276 0.1 0.2 0.6 -0.180
C 0.803 -0.018 2.102 0.1 0.0 0.0 -0.278
C 1.004 -1.239 2.713 0.0 0.0 0.0 -0.021
C 2.161 -1.403 3.466 0.0 0.0 0.0 -0.054
C 3.078 -0.366 3.578 0.0 0.1 0.0 -0.052
C 2.840 0.853 2.955 0.0 -0.1 0.0 -0.029
C 1.683 1.039 2.213 -0.1 0.0 0.0 0.009
H -4.925 -1.523 -2.435 0.0 0.0 0.0 0.042
H -5.077 -1.218 -0.709 0.0 0.0 0.0 0.029
H -3.756 -2.217 -1.308 0.0 0.0 0.0 0.039
H -2.994 -0.270 -4.141 0.0 0.0 -0.1 0.047
H -1.658 -1.021 -3.286 0.0 0.0 0.0 0.012
H -1.657 0.738 -3.610 0.0 0.0 0.0 0.030
H -4.719 1.757 -2.953 0.0 0.0 0.0 0.042
H -3.543 2.612 -1.953 0.0 0.0 0.0 0.043
H -4.988 1.914 -1.223 0.0 0.0 0.0 0.029
H -4.718 0.639 0.645 0.0 0.0 0.0 0.091
H -5.197 0.745 3.042 0.0 0.0 0.0 0.115
H -3.377 0.581 4.711 0.0 0.0 0.0 0.113
H -1.023 0.295 3.943 0.0 0.0 0.0 0.127
H 0.274 -2.031 2.607 0.0 0.0 0.0 0.141
H 2.342 -2.346 3.965 0.0 0.0 0.0 0.117
H 3.977 -0.504 4.163 0.0 0.0 0.0 0.116
H 3.550 1.663 3.052 0.0 0.0 0.0 0.123
H 1.461 1.983 1.732 0.0 0.0 0.0 0.131
O 0.356 -1.622 -0.941 -0.1 0.0 -0.3 -0.239
N 1.536 -2.187 -1.284 -0.1 0.1 0.0 -0.149
C 1.634 -2.726 -2.508 0.1 0.0 0.0 0.024
C 2.820 -3.303 -2.895 0.0 0.0 0.0 0.001
C 3.892 -3.315 -2.012 0.0 0.0 0.0 -0.003
C 3.746 -2.753 -0.755 0.0 0.0 0.0 0.016
C 2.542 -2.182 -0.402 0.1 0.0 0.0 0.017
H 0.748 -2.668 -3.120 0.0 0.0 0.0 0.148
H 2.894 -3.734 -3.882 0.0 0.0 0.0 0.128
H 4.833 -3.758 -2.308 0.0 0.0 0.0 0.129
H 4.558 -2.735 -0.044 0.0 0.0 0.0 0.132
H 2.344 -1.709 0.546 0.0 0.0 0.0 0.125


# 3
33
Properties=species:S:1:pos:R:3:forces:R:3:lowdin_charge:R:1 method="wB97M-V/def2-TZVPD" energy_ha=-840.716701 largest_force_ha_per_bohr=0.090
O -0.086 -0.083 0.220 1.1 -0.2 -0.5 -0.033
H -0.508 -0.914 0.423 -0.2 -0.1 0.0 0.009
H -0.579 0.585 0.669 -0.9 0.6 0.5 0.016
O 0.604 -2.305 -1.984 1.5 -0.3 0.7 -0.036
H 1.041 -2.928 -2.576 0.0 0.5 0.0 0.039
H -0.115 -1.916 -2.442 -1.0 0.6 -0.8 0.025
O -2.369 3.741 -1.238 -4.2 -1.9 -0.5 -0.109
H -1.950 4.088 -2.016 0.1 0.0 -0.4 0.017
H -3.224 3.317 -1.544 1.2 0.8 0.2 0.071
O 2.298 3.468 -1.586 -0.6 -0.8 1.4 -0.030
H 2.120 2.531 -1.751 0.2 0.3 -0.3 0.058
H 2.653 3.851 -2.363 0.5 0.3 -1.3 0.025
O 1.062 -4.380 2.007 -0.6 1.3 -2.6 -0.020
H 1.337 -4.649 2.838 0.6 -1.0 2.4 -0.006
H 0.386 -4.973 1.679 0.0 -0.2 0.2 0.032
O -0.456 4.344 -0.601 0.4 -2.1 4.1 -0.045
H -0.111 4.877 -1.232 2.4 2.2 -2.7 -0.020
H 0.104 3.565 -0.435 -0.1 1.0 -0.5 0.049
O -0.782 -4.480 -1.706 -1.2 -3.4 2.1 -0.066
H -0.192 -4.319 -2.399 1.2 0.6 -1.5 -0.028
H -0.609 -5.461 -1.513 -0.6 2.1 -0.3 0.092
O 2.549 2.677 1.321 -1.0 -0.9 0.1 -0.062
H 3.231 3.135 0.831 -0.1 -0.1 -0.5 0.024
H 2.017 2.125 0.700 1.0 0.8 0.5 0.031
O -2.762 0.706 2.730 -2.0 1.9 0.0 -0.039
H -1.941 0.627 3.135 2.8 -1.2 0.9 -0.016
H -2.964 1.568 3.166 -0.7 -0.7 -0.9 0.066
O -2.619 -2.030 -0.338 -0.5 -0.6 -0.9 -0.071
H -1.830 -2.500 -0.045 -0.1 -0.3 -0.2 0.010
H -2.970 -2.576 -1.088 0.6 0.7 1.1 0.059
O 2.524 -0.592 2.580 1.9 -3.5 1.3 -0.012
H 1.984 -1.291 2.211 -0.2 0.0 -0.2 0.026
H 2.155 0.195 2.347 -1.6 3.5 -1.1 -0.054


# 4
43
Properties=species:S:1:pos:R:3:forces:R:3:lowdin_charge:R:1 method="wB97M-V/def2-TZVPD" energy_ha=-4078.181768 largest_force_ha_per_bohr=0.290
C -5.212 -3.995 1.064 -1.7 0.9 -2.0 -0.047
C -4.462 -3.177 -0.127 -10.2 -6.9 -2.0 -0.254
H -3.893 -3.729 -0.820 0.2 -1.9 -1.1 0.126
H -5.333 -2.706 -0.744 1.5 -0.7 0.8 0.156
C -3.643 -2.296 0.304 2.0 9.2 11.5 -0.392
N -3.101 -1.430 -0.552 -0.4 3.3 -2.1 0.050
C -2.884 -0.135 -0.349 5.1 6.9 -4.6 -0.099
C -1.596 0.520 -1.025 -3.9 0.1 1.5 -0.102
N -0.609 -0.347 -1.435 1.3 -0.5 0.4 -0.082
H 0.235 0.117 -1.767 -0.3 0.3 -0.6 0.113
S -0.015 -1.210 -0.111 6.4 -9.5 -9.4 0.839
O -0.755 -1.035 0.992 -4.1 1.6 7.3 -0.251
O -0.013 -2.928 -0.755 0.0 6.9 2.6 -0.458
C 1.775 -0.825 0.042 -0.1 -3.2 -4.1 -0.202
C 2.717 -1.650 -0.788 -1.6 10.4 7.6 0.068
C 3.973 -1.246 -0.468 3.3 -4.4 -5.2 -0.172
C 4.383 -0.236 0.187 -2.3 7.3 5.3 -0.666
C 3.333 0.599 0.881 11.0 0.7 -1.1 -0.141
C 2.160 0.331 0.667 -12.8 -1.4 2.3 -0.169
H 1.236 0.806 1.349 2.5 -0.6 -2.2 0.201
H 3.585 1.534 1.266 0.8 1.1 1.2 0.089
Br 6.031 0.601 0.383 1.0 -0.6 -0.4 0.815
H 4.819 -1.646 -1.044 -0.3 -0.9 0.1 0.130
H 2.376 -2.466 -1.035 -3.0 -8.3 -3.6 0.008
C -1.198 2.042 -0.953 2.5 -7.6 1.5 -0.372
O 0.016 2.307 -0.922 -2.6 1.1 -1.1 0.066
O -2.128 2.537 -0.229 2.8 7.8 1.4 0.145
C -3.366 2.461 -0.014 -5.9 -8.6 0.8 -0.191
C -4.397 3.238 0.527 11.5 5.5 -3.3 -0.080
C -5.602 2.898 0.694 -6.8 6.3 2.3 -0.212
C -6.050 1.741 0.358 -3.9 -9.8 -1.4 -0.111
C -5.191 0.633 -0.089 1.1 2.5 1.7 0.027
C -3.771 1.000 -0.108 -3.6 -1.3 -0.2 -0.043
H -5.527 -0.468 -0.190 0.4 2.3 0.0 0.115
H -7.137 1.311 0.532 2.0 1.7 -0.4 0.144
H -6.302 3.896 0.965 1.4 -3.3 -0.5 0.192
H -3.939 4.293 0.362 -1.7 -0.9 1.4 0.166
H -2.280 -1.827 -0.766 3.9 -1.8 -2.3 0.052
H -2.899 -2.572 1.053 0.1 -0.8 -0.1 0.140
H -4.316 -1.321 1.228 1.4 -2.9 -2.0 0.225
H -5.848 -4.820 0.714 0.3 0.2 -0.5 0.065
H -4.641 -4.433 1.804 2.1 -0.8 1.2 0.030
H -5.938 -3.403 1.677 0.7 0.4 -1.0 0.081